# 1
{
  "formula": "C3H4N2O3",
  "method": "the ωB97M-V functional and the def2-TZVPD basis",
  "elements": ["N", "O", "H", "H", "C", "O", "O", "H", "C", "C", "H", "N"],
  "positions_angstrom": [[-0.270596, 0.352473, -0.455611], [-2.508076, 0.078472, -0.235993], [-1.287778, -1.369311, -0.792934], [-1.450700, 1.851402, 0.517189], [-1.306622, -0.352826, -0.455109], [0.637070, 2.455025, 0.105817], [2.168894, 0.563553, -0.679461], [1.964106, -1.785457, 0.934329], [-0.350992, 1.675330, 0.225633], [1.202050, -0.271616, -0.438020], [0.117172, -1.735223, 0.911291], [1.085470, -1.461827, 0.362873]],
  "forces_ev_per_a": [[6.99, 3.22, 1.17], [3.83, -1.00, -0.25], [0.69, -0.90, -0.14], [1.80, -0.05, 0.14], [-9.54, -1.50, -0.30], [-4.91, -2.97, 1.57], [-5.00, -6.19, 0.71], [-2.20, 1.01, -1.94], [3.17, 2.63, -2.83], [1.36, 4.44, 2.57], [3.47, 1.36, -2.21], [0.34, -0.05, 1.52]],
  "e_above_lowest_kj_mol": 319.0,
  "gap_ev": 9.805,
  "smiles": "NC(=O)N(C=O)C=O",
  "charge": 0,
  "homo_ev": -10.2,
  "fmax_ha_per_bohr": 0.188,
  "energy_ev": -12295.689
}

# 2
{
  "formula": "C16H16FO7S3",
  "method": "the ωB97M-V functional and the def2-TZVPD basis",
  "elements": ["H", "C", "H", "C", "H", "O", "C", "C", "C", "C", "C", "C", "H", "S", "O", "S", "C", "C", "C", "O", "C", "H", "H", "H", "O", "C", "O", "C", "H", "H", "H", "H", "S", "H", "C", "O", "C", "H", "H", "O", "F", "H", "H"],
  "positions_angstrom": [[1.946778, 0.732866, -4.186699], [-3.610183, -0.255133, 4.198694], [-4.207492, -0.504746, 5.074628], [-2.412626, 0.449603, 4.352861], [-4.985755, -1.164482, 2.785454], [0.473601, -2.915173, -0.842902], [0.872596, -0.459600, -2.760268], [-2.073608, 0.373527, 1.960105], [-1.650036, 0.781399, 3.232742], [3.731306, 1.161218, -0.216466], [0.016626, -0.554331, 0.227084], [-0.112957, 0.393760, -4.794949], [-0.119690, -2.273094, 2.228816], [5.044874, 2.317300, -0.367638], [-1.981520, 0.881243, -0.632378], [-0.517609, -1.853759, -0.855577], [-1.458821, -0.932671, -3.280614], [0.990196, 0.269342, -3.943361], [2.443126, 1.513397, -0.135462], [5.225410, 3.094700, 0.824355], [0.917479, -2.038542, 1.951764], [2.096151, 2.545069, -0.123263], [1.389984, -2.830340, 1.363514], [-2.404021, -1.385065, -2.985417], [-1.914341, -2.149897, -0.610538], [-0.354159, -1.036072, -2.440020], [-0.331906, 1.958257, 0.941507], [-3.266763, -0.333528, 1.802035], [1.707416, -0.554962, -2.066744], [4.078694, 0.127221, -0.177568], [-0.736533, 1.363580, 3.334841], [-2.191614, -0.132871, -5.132915], [-1.107242, 0.809781, 0.517155], [1.709104, 0.726111, -0.049604], [-4.041137, -0.636094, 2.923883], [0.957521, -0.797350, 1.141279], [-1.328394, -0.215479, -4.471458], [-2.063264, 0.750436, 5.342407], [1.514021, -1.770983, 2.826121], [5.059360, 2.941876, -1.658857], [6.298172, 1.258611, -0.385907], [-0.019913, 0.973206, -5.713193], [-3.582833, -0.628351, 0.802557]],
  "forces_ev_per_a": [[-0.29, -0.06, -0.01], [0.10, 0.02, -0.10], [0.09, 0.06, -0.18], [-0.03, -0.13, -0.20], [0.26, 0.11, 0.13], [-0.20, 0.04, 0.11], [-0.17, 0.10, -0.30], [-0.43, 0.45, 0.31], [-0.12, -0.19, -0.17], [-0.37, -0.25, 0.07], [-2.64, 0.42, -1.63], [-0.09, -0.11, 0.07], [0.23, -0.03, -0.12], [0.56, 0.08, -0.01], [-0.05, 0.33, 0.27], [0.41, 2.12, 1.08], [0.38, 0.12, -0.05], [-0.08, -0.27, 0.20], [1.26, 0.17, -0.01], [-0.03, -0.44, -0.72], [-0.03, 1.44, -0.58], [0.10, -0.22, -0.09], [-0.27, 0.05, 0.27], [0.24, 0.12, -0.02], [0.02, -0.54, -0.67], [-0.54, -0.24, -0.26], [-0.16, 0.05, -0.11], [-0.03, 0.03, 0.16], [-0.21, 0.03, -0.20], [-0.14, 0.31, -0.06], [-0.19, -0.13, -0.10], [0.27, 0.08, 0.11], [1.35, -2.44, -0.02], [-0.14, 0.13, -0.05], [0.23, 0.08, -0.07], [1.78, -1.32, 1.93], [0.14, 0.00, 0.06], [-0.18, -0.09, -0.25], [-0.11, -0.28, 0.05], [0.09, -0.33, 0.73], [-1.08, 0.78, 0.02], [-0.04, -0.13, 0.19], [0.12, 0.06, 0.21]],
  "gap_ev": 6.801,
  "charge": -1,
  "homo_ev": -3.9,
  "fmax_ha_per_bohr": 0.061,
  "energy_ev": -66405.288
}

# 3
{
  "formula": "C12H10N2O2",
  "method": "the ωB97M-V functional and the def2-TZVPD basis",
  "elements": ["H", "C", "H", "H", "C", "N", "C", "C", "H", "H", "C", "C", "C", "O", "C", "C", "H", "H", "C", "H", "O", "C", "H", "H", "C", "N"],
  "positions_angstrom": [[3.450366, -1.879729, 1.039173], [3.380557, -0.978106, 0.465720], [2.294167, 1.486721, -1.378378], [-0.938035, -0.329875, 1.949455], [-2.656251, 0.258906, -0.909223], [-0.617550, -2.497456, 0.173905], [-2.291691, 2.294812, 0.304753], [-1.455058, 0.221723, 1.177442], [-0.637946, -3.502902, 0.314038], [-1.232535, 2.105701, 2.156604], [-1.958784, -0.447025, 0.064824], [-1.848468, -1.928162, -0.041242], [4.140362, 0.842537, -0.414983], [4.473058, -0.220697, 0.339454], [-1.622959, 1.589162, 1.292398], [2.320871, -0.418794, -0.206352], [4.909326, 1.561270, -0.617318], [0.289900, -0.279898, -0.903337], [-2.810722, 1.628581, -0.793047], [-3.343051, 2.175711, -1.556851], [-2.808965, -2.647654, -0.227873], [0.972097, -0.904988, -0.324059], [-2.415425, 3.363760, 0.396067], [-3.065674, -0.275440, -1.753429], [2.835084, 0.781802, -0.781293], [0.637334, -1.999968, 0.233544]],
  "forces_ev_per_a": [[0.13, -0.11, 0.12], [-1.12, -0.09, -0.28], [-0.06, 0.21, -0.15], [0.07, -0.05, 0.04], [0.13, -0.22, 0.07], [-0.40, -0.69, -0.07], [-0.01, 0.05, -0.02], [-0.06, -0.11, -0.12], [-0.11, 0.33, -0.03], [0.02, 0.04, 0.07], [-0.27, 0.29, 0.10], [0.00, -0.10, 0.01], [-0.51, 0.50, -0.47], [0.48, -0.07, 0.17], [0.03, 0.02, 0.09], [1.08, -0.15, 0.43], [0.17, 0.02, 0.04], [-0.01, -0.15, 0.05], [-0.02, 0.07, -0.05], [-0.04, 0.04, -0.06], [-0.07, 0.11, -0.08], [-0.70, -0.20, -0.11], [-0.01, 0.08, 0.01], [-0.06, -0.05, -0.06], [0.45, -0.07, 0.18], [0.90, 0.28, 0.12]],
  "e_above_lowest_kj_mol": 0.0,
  "gap_ev": 8.782,
  "smiles": "O=C(N/N=C/c1ccoc1)c1ccccc1",
  "charge": 0,
  "homo_ev": -8.4,
  "fmax_ha_per_bohr": 0.023,
  "energy_ev": -19679.823
}